Entry 1:
The following is a DFT calculation (ωB97M-V/def2-TZVPD) of C17H29N2Pr as an isolated structure.

Gap between HOMO and LUMO (spin up / spin down) ... 6.886 / 6.897 eV
Energy relative to the best compared isomer or geometry (same formula, charge and spin) ... 224.5 kJ/mol
⟨S²⟩ ... 2.008

The geometry in ORCA input format:
```
! RIJCOSX wB97M-V def2-TZVPD def2/J DEFGRID3
* xyz 2 3
Pr -0.046 0.142 0.324
N -1.920 -1.429 4.298
N -1.423 -0.731 2.263
C 0.315 3.309 -0.571
C -3.158 -1.025 3.742
C -0.338 0.067 -2.366
C 2.813 -0.619 0.499
C -2.846 -0.491 -1.994
C -2.835 -0.595 2.414
C 1.948 1.323 -2.485
C 0.001 -1.005 -3.359
C -2.663 2.232 -0.330
C -1.567 1.647 -1.165
C -0.936 -1.251 3.405
C 0.493 -1.578 3.691
C 4.336 -0.783 0.143
C -1.606 0.334 -1.809
C -0.261 2.160 -1.322
C 0.516 1.195 -2.074
C 1.792 -1.659 -0.166
H 0.904 -0.873 4.406
H 4.901 0.033 0.686
H -2.603 -1.536 -2.278
H -0.643 -1.889 -3.206
H -0.162 -0.572 -4.382
H 1.077 -1.537 2.778
H 2.764 -0.619 1.594
H -3.424 0.011 -2.809
H -1.811 -1.777 5.263
H -2.255 2.763 0.557
H 2.504 0.369 0.142
H 1.865 -2.602 0.434
H 1.048 -1.346 -3.254
H -3.375 1.452 0.036
H 2.281 -1.875 -1.164
H 4.526 -0.674 -0.950
H 0.018 4.250 -1.081
H 0.572 -2.581 4.101
H -4.097 -1.035 4.239
H 2.452 0.328 -2.477
H -3.493 -0.542 -1.082
H 0.433 -2.258 -0.505
H -0.081 3.338 0.477
H 4.731 -1.768 0.489
H 1.989 1.741 -3.516
H 1.428 3.247 -0.523
H 2.499 2.000 -1.802
H -3.210 2.953 -0.975
H -3.450 -0.247 1.665
*
```

---

Entry 2:
The following is a DFT calculation (ωB97M-V/def2-TZVPD) of C17H29N2Y as an isolated structure.

Gap between HOMO and LUMO ... 8.226 eV
Energy relative to the best compared isomer or geometry (same formula, charge and spin) ... 0.0 kJ/mol

The geometry in ORCA input format:
```
! RIJCOSX wB97M-V def2-TZVPD def2/J DEFGRID3
* xyz 2 1
Y 0.181 0.096 -0.233
N 4.193 2.097 -0.700
N 2.103 1.507 -0.428
C -1.723 1.565 0.088
C -2.145 -0.697 -0.222
C 3.377 1.069 -0.447
C 3.439 3.259 -0.838
C -1.799 -0.135 -1.498
C -1.159 2.251 -2.365
C -2.093 0.349 0.753
C 2.150 2.902 -0.644
C 3.900 -0.314 -0.255
C -1.500 -0.898 -2.746
C -2.612 -2.082 0.043
C -1.562 1.276 -1.308
C -2.681 0.266 2.112
C 0.760 -2.532 1.025
C 0.568 -1.697 2.305
C -1.774 2.919 0.692
C 0.599 -4.010 1.378
H 1.513 -1.616 2.866
H -3.772 0.389 2.072
H -0.971 3.567 0.318
H -0.498 1.779 -3.107
H 0.797 -4.712 0.570
H -3.711 -2.139 0.033
H -0.563 -0.541 -3.211
H -0.425 -4.185 1.710
H -2.032 2.659 -2.899
H 0.177 -0.684 2.192
H 5.192 1.984 -0.811
H 1.737 -2.366 0.540
H -2.288 1.043 2.772
H -2.733 3.402 0.453
H -0.185 -2.188 2.949
H 3.855 4.208 -1.087
H 4.275 -0.700 -1.220
H 1.244 3.491 -0.616
H -0.011 -2.286 0.244
H -2.278 -2.448 1.020
H -0.607 3.096 -1.934
H -2.478 -0.700 2.582
H -1.371 -1.967 -2.528
H -1.679 2.874 1.779
H 3.139 -1.016 0.131
H -2.304 -0.792 -3.491
H 1.256 -4.256 2.210
H -2.239 -2.779 -0.718
H 4.734 -0.305 0.470
*
```

---

Entry 3:
The following is a DFT calculation (ωB97M-V/def2-TZVPD) of an isolated ion of composition C17H29OSi and charge +1.

Gap between HOMO and LUMO ... 7.501 eV
Energy relative to the best compared isomer or geometry (same formula, charge and spin) ... 0.0 kJ/mol

The geometry in ORCA input format:
```
! RIJCOSX wB97M-V def2-TZVPD def2/J DEFGRID3
* xyz 1 1
Si 1.781 -2.182 -0.461
O 1.346 -0.500 -0.472
C -0.564 -0.362 0.979
C 0.718 -2.917 -1.782
C 3.596 -2.145 -0.852
C -1.802 0.511 0.867
C 1.908 2.311 0.194
C -1.641 2.281 -0.994
C -1.695 1.691 1.834
C 2.777 0.584 1.771
C 1.513 1.204 1.168
C -2.729 1.959 -3.139
C 1.505 -2.953 1.220
C -3.120 0.681 -2.731
C -2.972 -0.371 1.329
C -2.051 1.012 -0.574
C -2.749 0.200 -1.473
C 0.721 0.139 0.489
C -2.006 2.765 -2.257
H -3.000 -1.342 0.826
H -3.729 0.055 -3.380
H 2.546 3.029 0.725
H -1.051 2.921 -0.331
H -1.578 1.315 2.860
H 3.770 -1.617 -1.800
H 4.179 -1.643 -0.067
H 0.472 -2.902 1.589
H -0.849 2.351 1.608
H -2.615 2.289 1.775
H 3.976 -3.173 -0.953
H -2.975 2.322 -4.138
H 0.938 -3.990 -1.861
H -1.723 3.782 -2.536
H -3.041 -0.808 -1.177
H 1.758 -4.020 1.122
H 3.467 0.276 0.968
H 0.858 1.600 1.954
H 2.478 1.884 -0.646
H 2.161 -2.541 1.998
H -0.358 -2.808 -1.594
H -0.799 -1.325 0.489
H -3.932 0.121 1.152
H 3.286 1.340 2.381
H -0.410 -0.564 2.059
H 0.939 -2.453 -2.751
H 2.544 -0.281 2.406
H -2.882 -0.571 2.403
H 1.031 2.843 -0.195
*
```

---

Entry 4:
The following is a DFT calculation (ωB97M-V/def2-TZVPD) of a 2-piece molecular cluster, C17H30Br3Cl2N2O3 overall.

Gap between HOMO and LUMO ... 1.446 eV
Energy relative to the best compared isomer or geometry (same formula, charge and spin) ... 54.9 kJ/mol

The geometry in ORCA input format:
```
! RIJCOSX wB97M-V def2-TZVPD def2/J DEFGRID3
* xyz -1 1
Br 2.613 4.279 0.230
Br 1.393 2.632 -4.285
Br -0.146 -0.691 -2.960
Cl 4.409 -1.107 2.448
Cl 1.719 0.504 2.332
O -1.929 -3.821 -0.474
O -2.026 -0.083 4.057
O -4.795 -5.747 -1.450
N 0.099 -0.229 -0.135
N 1.013 2.156 -0.912
C -2.817 0.639 4.970
C -1.303 -1.572 1.505
C 1.436 3.480 -1.449
C -3.920 -5.293 -0.595
C 1.541 -0.196 -0.332
C -0.362 1.760 -1.355
C -0.587 0.269 -1.258
C 1.992 1.074 -1.089
C -2.822 -4.276 -1.329
C -1.887 0.571 2.806
C -0.370 -1.568 0.297
C 2.321 -0.318 0.943
C -2.229 -0.360 1.667
C 4.094 -1.722 -0.164
C 2.537 4.963 -3.021
C 2.254 3.497 -2.647
C 3.478 -1.002 0.997
H -1.933 -2.442 1.362
H -0.755 -1.757 2.422
H -3.854 0.675 4.639
H 4.006 -1.155 -1.079
H 0.511 -2.145 0.558
H 2.432 5.099 -4.088
H 1.792 5.598 -2.559
H 1.803 -1.043 -0.960
H -3.227 -0.739 1.868
H 2.096 0.821 -2.135
H -2.318 0.246 0.770
H -2.580 1.414 2.770
H -3.267 -6.047 -0.100
H -2.456 1.661 5.086
H -2.431 -4.882 -2.173
H -0.890 0.982 2.673
H 3.200 3.011 -2.466
H -3.471 -3.512 -1.814
H 3.536 5.249 -2.727
H -1.035 2.215 -0.636
H -1.649 0.121 -1.157
H -4.317 -4.665 0.239
H 3.678 -2.719 -0.264
H 2.962 1.403 -0.746
H -0.845 -2.104 -0.524
H -2.744 0.131 5.921
H 0.936 2.301 0.105
H 5.149 -1.846 0.042
H -0.612 2.167 -2.322
H 0.577 4.124 -1.504
*
```

---

| no. | E_tot (a.u.) |
| --- | --- |
| 1 | -1291.076735 |
| 2 | -812.520821 |
| 3 | -1029.717877 |
| 4 | -9643.165656 |